Entry from the Open Molecules 2025 dataset: C3H6N2O in the gas phase in a non-equilibrium geometry (wB97M-V/def2-TZVPD).

CARTESIAN COORDINATES (ANGSTROEM)
O (-0.97, 1.96, -1.51)
N (0.60, -1.26, 0.55)
N (-1.31, 1.03, -0.80)
C (-0.14, 0.72, 0.00)
C (0.77, -0.37, -0.61)
C (-0.32, -0.29, 1.20)
H (0.03, 0.04, 2.18)
H (1.80, 0.00, -0.70)
H (-1.35, -0.68, 1.31)
H (0.44, -0.75, -1.58)
H (0.15, -2.13, 0.29)
H (0.31, 1.73, -0.35)

The lowest unoccupied orbital energy is -0.26 eV. The calculation puts the energy above the lowest of the compared OMol25 structures with the same formula, charge and spin at 124.02 kcal/mol. As for the spin multiplicity: 1. The total energy is -8231.321 eV. The HOMO energy is -0.341 Eh. The value obtained for the HOMO-LUMO gap is 9.0 eV. As for the SMILES: O=NC1CNC1.

These are the Löwdin partial charges, in e, on atoms 1 to 8: atom 1 (O): -0.034, atom 2 (N): -0.054, atom 3 (N): -0.005, atom 4 (C): -0.284, atom 5 (C): -0.173, atom 6 (C): -0.132, atom 7 (H): 0.098, atom 8 (H): 0.110